This record from the Open Molecules 2025 dataset describes C3H7N3O2 as an isolated structure at a distorted geometry. The level of theory is wB97M-V/def2-TZVPD.

E_LUMO: 0.01244 Eh
Largest force on an atom: 4.16 eV/A
Kohn-Sham gap: 9.24 eV
E_HOMO: -8.90 eV
Relative energy (zero: lowest compared OMol25 entry of this formula, charge and spin): 7.670 eV

Each line ends with the Mulliken charge.
Element x y z (Å)
C  1.415  -1.410  -0.482  -0.393
C  0.588  -0.489  0.327  0.074
C  -1.398  1.130  0.250  -0.888
N  2.149  -0.235  -0.750  -0.519
N  -0.604  -0.014  -0.146  -0.256
N  3.224  0.193  -0.015  1.074
O  3.445  -0.261  1.064  -0.608
O  3.742  1.155  -0.507  -0.617
H  1.943  -2.227  0.086  0.330
H  1.030  -1.837  -1.507  0.215
H  1.003  -0.213  1.363  0.350
H  -2.368  0.852  0.032  0.336
H  -1.299  1.337  1.248  0.397
H  -1.185  2.161  -0.364  0.241
H  -0.709  -0.101  -1.177  0.267

Cartesian forces, eV/Å:
C 0.32 -2.41 -0.02
C 0.34 0.70 -0.06
C 2.04 2.33 -2.77
N -1.00 1.47 -1.40
N 1.29 -0.08 -1.46
N -2.33 0.40 -1.18
O 0.95 -1.47 2.33
O 1.51 0.98 -0.31
H -0.59 0.77 -0.40
H 0.27 0.84 2.19
H -1.04 -0.52 -1.69
H -2.19 -0.27 -0.26
H 0.28 0.49 2.53
H -0.14 -2.54 1.35
H 0.29 -0.69 1.17

=====

This record from the Open Molecules 2025 dataset describes C28H21BrKN9S as an isolated structure. The level of theory is wB97M-V/def2-TZVPD.

E_LUMO: -0.02765 Eh
Largest force on an atom: 0.40 eV/A
Kohn-Sham gap: 6.73 eV
E_HOMO: -7.48 eV
Relative energy (zero: lowest compared OMol25 entry of this formula, charge and spin): 0.000 eV

Each line ends with the Mulliken charge.
Element x y z (Å)
K  1.633  -0.369  1.204  0.842
C  -0.552  2.601  4.841  -0.378
C  -0.445  1.379  4.189  -0.233
N  -0.574  1.283  2.872  -0.360
C  -0.802  2.407  2.194  0.230
C  -0.846  3.637  2.852  -0.621
N  -0.733  3.732  4.169  -0.616
C  -0.998  2.299  0.730  0.208
C  -1.873  3.162  0.080  -0.790
C  -2.034  3.072  -1.299  0.890
C  -1.305  2.081  -1.950  -0.716
C  -0.471  1.243  -1.219  -0.139
N  -0.310  1.348  0.098  -0.146
C  0.298  0.195  -1.934  0.570
C  -0.323  -0.638  -2.863  -0.692
N  0.368  -1.474  -3.627  -0.530
C  1.682  -1.511  -3.443  -0.335
C  2.296  -0.741  -2.462  -0.171
N  1.610  0.114  -1.719  -0.389
C  -2.933  3.984  -2.041  0.854
C  -3.251  5.247  -1.546  -0.582
C  -4.094  6.072  -2.271  -0.367
N  -4.629  5.733  -3.439  -0.625
C  -4.324  4.531  -3.917  -0.354
C  -3.495  3.631  -3.266  -0.583
H  -0.484  2.685  5.919  0.402
H  -0.235  0.459  4.718  0.611
H  -0.950  4.568  2.305  0.531
H  -2.456  3.861  0.662  0.801
H  -1.346  1.976  -3.025  0.647
H  -1.399  -0.623  -3.006  0.464
H  2.243  -2.182  -4.082  0.400
H  3.362  -0.793  -2.275  0.468
H  -2.831  5.608  -0.617  0.423
H  -4.352  7.058  -1.898  0.370
H  -4.767  4.270  -4.871  0.368
H  -3.319  2.659  -3.706  0.387
S  2.940  -2.855  5.557  -0.142
C  3.465  -1.230  5.659  -0.235
C  2.643  -0.434  4.932  -0.493
N  1.601  -1.076  4.317  -0.041
C  1.633  -2.348  4.560  -0.243
H  4.356  -0.970  6.205  0.403
H  2.767  0.629  4.793  0.377
H  0.913  -3.057  4.177  0.419
Br  4.465  -0.872  1.935  -0.865
N  3.151  -4.484  -0.885  0.000
C  3.024  -3.261  -0.298  -0.469
N  1.794  -2.828  -0.291  0.054
C  1.041  -3.842  -0.865  0.429
C  -0.332  -3.933  -1.075  -0.483
C  -0.818  -5.076  -1.677  -0.687
C  0.035  -6.115  -2.071  -0.426
C  1.400  -6.044  -1.869  -0.994
C  1.888  -4.895  -1.259  0.499
H  4.003  -5.008  -0.964  0.198
H  3.864  -2.718  0.124  0.247
H  -0.987  -3.121  -0.787  0.465
H  -1.880  -5.182  -1.860  0.376
H  -0.384  -6.996  -2.538  0.378
H  2.059  -6.846  -2.177  0.393

Cartesian forces, eV/Å:
K -0.18 -0.07 0.21
C -0.04 0.10 -0.09
C -0.03 0.03 0.02
N 0.08 -0.07 -0.14
C 0.01 0.07 0.36
C -0.01 -0.10 -0.07
N 0.01 0.06 0.08
C 0.00 0.03 -0.17
C -0.05 -0.08 -0.09
C 0.16 -0.19 0.13
C -0.04 0.05 -0.02
C -0.18 0.10 0.08
N -0.02 0.12 -0.14
C 0.07 -0.19 -0.30
C 0.05 0.13 -0.07
N 0.01 -0.11 -0.06
C -0.13 -0.01 0.09
C 0.06 0.05 -0.06
N -0.07 0.18 0.13
C -0.16 0.22 -0.10
C 0.09 -0.05 0.01
C -0.01 -0.02 -0.02
N -0.04 0.06 -0.04
C 0.00 -0.03 -0.02
C 0.03 -0.06 0.12
H 0.04 -0.10 0.00
H -0.01 0.02 0.04
H -0.03 -0.04 -0.03
H 0.01 0.05 -0.01
H 0.00 0.00 -0.01
H 0.02 0.04 0.05
H 0.08 0.03 0.05
H 0.00 -0.07 -0.02
H 0.01 -0.01 0.01
H 0.03 -0.01 0.02
H 0.00 -0.01 0.02
H 0.01 -0.01 0.00
S -0.18 0.17 -0.16
C 0.01 -0.12 0.04
C 0.07 -0.07 0.10
N -0.19 0.11 -0.21
C 0.28 -0.21 0.19
H -0.02 0.07 -0.04
H 0.03 -0.01 0.01
H 0.01 0.02 -0.01
Br 0.31 -0.05 -0.04
N 0.02 -0.06 -0.01
C 0.08 0.04 -0.08
N -0.17 0.06 0.35
C 0.23 -0.20 -0.17
C 0.00 0.05 -0.09
C -0.07 -0.02 -0.02
C 0.07 -0.04 0.01
C 0.12 -0.05 -0.04
C -0.30 0.18 0.12
H 0.03 0.01 0.01
H -0.02 0.00 0.02
H -0.01 -0.01 0.03
H 0.00 0.05 0.02
H -0.01 0.01 -0.01
H -0.04 -0.01 0.02

=====

This record from the Open Molecules 2025 dataset describes a 6-piece molecular cluster, C32H37FO2P overall. The level of theory is wB97M-V/def2-TZVPD.

E_LUMO: 0.07401 Eh
Largest force on an atom: 0.65 eV/A
Kohn-Sham gap: 6.23 eV
Charge: -1
E_HOMO: -4.22 eV

Each line ends with the Mulliken charge.
Element x y z (Å)
O  -2.046  4.725  -3.347  -0.577
C  -1.948  5.415  -4.332  0.548
O  -2.856  6.433  -4.525  -0.473
C  -0.913  5.314  -5.390  -0.858
P  0.137  6.984  -5.563  0.229
F  1.546  6.098  -5.183  -0.463
H  -2.337  7.239  -4.734  0.313
H  -0.220  4.517  -5.091  0.190
H  -1.374  5.084  -6.360  0.383
H  -0.066  7.212  -4.120  -0.223
H  0.935  8.186  -5.648  0.011
H  0.352  6.680  -6.964  -0.057
H  -1.064  7.745  -5.885  -0.035
C  1.522  5.774  0.199  -0.431
C  0.503  5.519  -0.709  -0.411
C  0.272  4.224  -1.154  -0.561
C  1.069  3.188  -0.685  -0.204
C  2.090  3.440  0.223  -0.144
C  2.317  4.736  0.667  -0.614
H  1.703  6.788  0.536  0.361
H  -0.111  6.326  -1.087  0.380
H  -0.522  4.040  -1.867  0.550
H  0.889  2.177  -1.032  0.278
H  2.709  2.629  0.590  0.396
H  3.115  4.936  1.372  0.371
C  2.713  -0.240  -1.210  -0.040
C  1.703  -0.511  -2.124  -0.458
C  1.489  -1.814  -2.555  -0.404
C  2.281  -2.845  -2.066  -0.533
C  3.292  -2.573  -1.154  -0.277
C  3.510  -1.270  -0.729  -0.591
H  2.880  0.776  -0.874  0.282
H  1.085  0.293  -2.503  0.469
H  0.701  -2.026  -3.266  0.411
H  2.107  -3.864  -2.389  0.397
H  3.907  -3.379  -0.771  0.387
H  4.298  -1.055  -0.018  0.389
C  1.145  -5.914  0.320  -0.445
C  0.591  -7.187  0.298  -0.451
C  -0.752  -7.352  -0.018  -0.383
C  -1.535  -6.246  -0.320  -0.436
C  -0.979  -4.974  -0.300  -0.483
C  0.360  -4.808  0.024  -0.274
H  2.190  -5.781  0.572  0.349
H  1.203  -8.050  0.530  0.361
H  -1.187  -8.344  -0.031  0.381
H  -2.581  -6.375  -0.571  0.388
H  -1.588  -4.110  -0.535  0.414
H  0.795  -3.817  0.047  0.554
C  -1.112  -3.506  4.784  -0.483
C  -2.359  -3.960  5.192  -0.487
C  -2.912  -5.090  4.604  -0.381
C  -2.219  -5.763  3.608  -0.538
C  -0.969  -5.313  3.202  -0.104
C  -0.417  -4.184  3.791  -0.518
H  -0.687  -2.616  5.232  0.497
H  -2.903  -3.429  5.963  0.376
H  -3.889  -5.439  4.916  0.373
H  -2.653  -6.638  3.140  0.396
H  -0.432  -5.836  2.423  0.452
H  0.552  -3.823  3.466  0.428
C  -1.778  0.155  4.187  -0.499
C  -1.413  -0.341  2.942  -0.468
C  -0.743  0.476  2.040  -0.578
C  -0.439  1.788  2.382  0.157
C  -0.801  2.279  3.629  -0.612
C  -1.471  1.464  4.531  -0.364
H  -2.308  -0.482  4.886  0.430
H  -1.657  -1.363  2.678  0.488
H  -0.465  0.095  1.065  0.467
H  0.072  2.428  1.674  0.248
H  -0.566  3.303  3.892  0.384
H  -1.760  1.851  5.501  0.370

Cartesian forces, eV/Å:
O -0.15 -0.15 0.02
C 0.03 0.33 -0.33
O 0.15 0.24 0.55
C 0.16 -0.33 0.27
P 0.15 -0.10 0.27
F 0.09 -0.03 0.00
H -0.16 -0.43 -0.46
H -0.17 0.18 -0.26
H 0.08 0.22 0.18
H -0.02 -0.01 -0.15
H -0.06 0.07 -0.05
H 0.00 -0.02 0.01
H -0.11 0.04 -0.02
C -0.01 0.00 0.01
C -0.01 0.02 0.00
C 0.00 -0.05 0.02
C 0.03 0.00 -0.01
C 0.02 0.02 -0.02
C -0.01 -0.01 -0.01
H 0.00 -0.01 0.00
H 0.02 -0.01 -0.02
H 0.03 0.02 -0.02
H 0.00 0.00 0.01
H -0.01 0.00 0.01
H -0.01 0.00 0.00
C 0.01 0.01 0.00
C -0.01 -0.01 0.01
C -0.01 0.00 0.04
C 0.03 -0.02 -0.03
C 0.00 -0.01 0.01
C -0.03 -0.01 0.03
H 0.00 0.01 -0.04
H 0.02 0.00 -0.01
H 0.01 0.00 0.00
H 0.00 0.02 -0.02
H 0.01 0.01 -0.02
H -0.01 0.00 0.00
C 0.03 0.00 -0.03
C 0.00 0.01 0.00
C 0.00 -0.01 0.00
C 0.00 0.00 -0.01
C 0.01 0.00 -0.02
C 0.02 0.04 0.00
H -0.01 -0.01 0.00
H 0.00 0.01 0.00
H 0.00 0.01 0.00
H 0.00 0.00 0.01
H 0.00 -0.01 0.02
H -0.02 0.00 -0.01
C 0.01 0.01 0.01
C 0.00 0.02 0.00
C -0.03 0.02 -0.02
C 0.01 -0.02 0.01
C -0.03 0.00 0.06
C -0.03 0.00 -0.01
H 0.01 -0.01 -0.01
H 0.01 -0.01 0.00
H 0.01 0.00 0.00
H 0.01 0.00 0.01
H -0.02 -0.01 0.02
H 0.00 0.00 0.00
C 0.00 -0.01 0.01
C -0.01 -0.02 -0.01
C -0.01 0.01 0.01
C -0.01 0.00 0.00
C 0.00 0.00 0.00
C -0.01 0.00 0.00
H 0.00 0.00 -0.01
H 0.02 0.00 0.00
H 0.01 0.00 0.00
H -0.02 -0.01 0.03
H 0.00 0.00 -0.01
H 0.00 0.00 0.00

=====

This record from the Open Molecules 2025 dataset describes C34H40EuN12O2S2Si as an isolated structure. The level of theory is wB97M-V/def2-TZVPD.

E_LUMO (alpha / beta): -0.11327 / -0.09543 Eh
⟨S²⟩: 12.01
Largest force on an atom: 0.51 eV/A
Kohn-Sham gap (alpha / beta): 6.72 / 7.21 eV
2S+1: 7
Charge: +1
E_HOMO (alpha / beta): -9.81 / -9.81 eV
Relative energy (zero: lowest compared OMol25 entry of this formula, charge and spin): 0.000 eV

Each line ends with the Mulliken spin population.
Element x y z (Å)
Eu  0.211  0.372  -0.067  6.053
C  -2.123  2.536  2.498  -0.002
C  -2.530  2.487  1.055  0.004
C  -3.746  3.006  0.659  0.000
C  -4.080  2.973  -0.689  0.001
C  -3.197  2.451  -1.602  -0.004
C  -1.963  1.947  -1.150  -0.005
N  -1.672  1.953  0.179  -0.009
N  -0.981  1.412  -1.930  -0.015
Si  -0.967  1.590  -3.668  0.002
C  0.734  1.057  -4.255  0.001
C  -2.309  0.568  -4.517  0.000
C  -1.231  3.399  -4.129  -0.001
H  -2.252  3.545  2.889  0.000
H  -1.082  2.246  2.619  0.001
H  -2.743  1.872  3.101  0.000
H  -4.412  3.437  1.391  0.000
H  -5.030  3.368  -1.023  0.000
H  -3.437  2.422  -2.651  0.000
H  1.242  0.417  -3.530  0.001
H  1.371  1.921  -4.435  0.000
H  0.672  0.500  -5.187  0.000
H  -2.658  -0.274  -3.921  0.000
H  -1.940  0.169  -5.462  0.000
H  -3.182  1.178  -4.748  0.000
H  -1.014  4.067  -3.296  0.000
H  -2.254  3.602  -4.440  0.000
H  -0.582  3.680  -4.958  0.000
O  -5.435  -4.195  1.588  0.000
C  -5.072  -3.943  0.249  0.001
C  -4.002  -2.890  0.216  0.001
C  -3.543  -2.394  -0.995  -0.002
C  -2.538  -1.454  -0.983  -0.001
N  -1.973  -0.990  0.134  -0.009
C  -2.431  -1.442  1.302  -0.004
C  -3.434  -2.393  1.379  -0.002
C  -1.782  -0.915  2.530  -0.002
C  -2.384  -1.054  3.776  0.003
C  -1.707  -0.658  4.916  -0.001
C  -2.314  -0.813  6.288  -0.001
O  -3.694  -1.074  6.270  0.000
C  -0.424  -0.146  4.761  0.002
C  0.088  -0.015  3.488  -0.003
N  -0.578  -0.356  2.382  0.000
H  -6.086  -4.903  1.612  0.000
H  -5.928  -3.592  -0.340  0.000
H  -4.682  -4.847  -0.236  0.000
H  -3.949  -2.734  -1.937  0.000
H  -2.163  -1.039  -1.907  0.001
H  -3.766  -2.775  2.330  0.000
H  -3.374  -1.474  3.869  0.000
H  -2.075  0.068  6.896  0.000
H  -1.848  -1.673  6.775  0.000
H  -4.168  -0.265  6.051  0.000
H  0.169  0.153  5.614  0.000
H  1.081  0.387  3.338  0.001
S  1.969  -1.715  1.094  -0.005
C  1.496  -2.415  -0.388  0.001
N  0.695  -1.805  -1.241  -0.007
C  0.506  -2.558  -2.392  0.006
C  -0.285  -2.208  -3.482  -0.005
C  -0.386  -3.079  -4.548  0.000
C  0.291  -4.301  -4.544  0.000
C  1.078  -4.665  -3.469  0.000
C  1.177  -3.787  -2.398  0.001
S  2.072  -3.969  -0.920  -0.001
H  -0.800  -1.261  -3.494  0.003
H  -0.996  -2.810  -5.399  0.000
H  0.200  -4.968  -5.390  0.000
H  1.600  -5.610  -3.460  0.000
N  4.401  1.524  2.079  0.000
N  3.187  2.144  1.917  0.002
N  3.021  3.437  2.045  0.000
C  1.756  3.585  1.662  0.000
N  1.204  2.420  1.320  0.004
N  2.139  1.510  1.502  -0.005
H  4.881  1.959  2.860  0.000
H  4.235  0.529  2.204  0.000
H  1.256  4.533  1.623  0.000
N  1.466  3.170  -1.670  0.001
C  2.536  2.326  -1.818  -0.004
C  3.725  2.766  -2.422  -0.001
C  4.779  1.893  -2.530  0.000
C  4.646  0.595  -2.042  -0.001
C  3.454  0.246  -1.455  0.000
N  2.408  1.084  -1.323  -0.005
H  1.498  4.025  -2.202  0.000
H  0.552  2.706  -1.689  0.005
H  3.788  3.775  -2.802  0.000
H  5.699  2.213  -3.001  0.000
H  5.445  -0.124  -2.114  0.000
H  3.311  -0.744  -1.043  0.000

Cartesian forces, eV/Å:
Eu -0.05 -0.39 0.32
C 0.08 -0.01 0.07
C -0.05 0.02 0.10
C -0.04 0.05 0.08
C -0.03 0.01 0.00
C 0.03 -0.05 0.00
C 0.09 -0.09 -0.10
N -0.09 0.12 -0.13
N 0.20 -0.14 0.17
Si 0.01 -0.01 0.09
C -0.04 -0.12 0.12
C 0.04 0.07 0.01
C -0.02 -0.10 -0.02
H -0.02 0.03 0.02
H -0.05 0.04 -0.01
H 0.00 -0.04 0.02
H -0.04 0.03 0.04
H -0.03 0.01 -0.01
H -0.03 -0.01 -0.14
H -0.06 -0.03 -0.05
H 0.06 0.08 0.00
H -0.02 -0.04 -0.13
H -0.03 -0.05 0.04
H 0.02 -0.03 -0.09
H -0.08 0.06 -0.01
H 0.05 0.06 0.09
H -0.09 0.03 -0.02
H 0.06 0.02 -0.09
O -0.03 -0.03 0.03
C -0.02 -0.01 -0.03
C -0.04 -0.05 0.04
C -0.01 0.04 0.04
C 0.05 0.13 -0.12
N 0.23 0.01 -0.16
C 0.00 0.08 0.07
C -0.16 -0.12 0.04
C 0.05 -0.07 0.08
C 0.00 -0.03 0.02
C 0.02 0.00 -0.02
C 0.11 0.00 0.07
O -0.14 -0.01 -0.06
C 0.00 -0.02 -0.07
C -0.01 0.05 -0.01
N -0.08 0.22 -0.11
H 0.01 0.01 0.01
H 0.04 -0.01 0.02
H -0.01 0.04 0.01
H -0.03 -0.02 -0.06
H 0.02 0.00 0.04
H -0.03 -0.03 0.00
H -0.01 0.00 0.03
H 0.01 -0.04 -0.04
H 0.00 0.04 -0.01
H -0.02 0.00 0.05
H 0.02 0.02 0.04
H -0.01 0.00 0.00
S -0.01 -0.06 -0.04
C 0.04 0.03 0.03
N 0.13 0.10 -0.06
C -0.10 -0.18 -0.05
C 0.07 0.00 0.00
C 0.03 -0.05 0.00
C -0.03 0.03 -0.03
C -0.02 0.04 0.02
C -0.02 0.02 -0.04
S -0.03 0.05 0.00
H 0.03 0.05 -0.01
H -0.03 0.01 -0.05
H -0.01 -0.02 -0.03
H 0.04 -0.06 0.00
N 0.16 -0.04 -0.01
N -0.31 0.13 -0.08
N 0.01 0.08 -0.03
C 0.08 0.01 -0.03
N 0.11 -0.07 0.14
N 0.14 0.01 0.11
H -0.04 -0.14 0.00
H 0.06 0.07 0.03
H -0.04 0.07 0.01
N -0.17 -0.06 0.01
C 0.15 0.03 0.04
C -0.04 -0.09 0.05
C -0.03 0.03 0.00
C -0.09 0.00 0.03
C 0.00 -0.07 0.02
N -0.12 0.20 -0.14
H 0.03 -0.02 -0.02
H 0.09 0.17 -0.07
H 0.00 0.07 -0.02
H 0.03 0.01 -0.01
H 0.05 -0.05 -0.01
H 0.02 0.00 -0.01

=====

Calculated electronic energy, -11783.64343, -139993.43719, -49885.70091, -106760.62678 eV (same order as the records).